An isolated molecule of C4H8S2 in a non-equilibrium geometry, computed with wB97M-V/def2-TZVPD.

```
14
C4H8S2 | the OMol25 dataset | wB97M-V/def2-TZVPD
S 2.34961 0.33768 -0.16220
C 0.76502 -0.61309 0.37960
C -0.27436 -1.12590 -0.76720
C -1.32360 -0.37814 0.00915
C -0.36775 0.44618 0.58842
S -0.20360 2.05248 -0.23371
H 2.05730 1.11891 0.92646
H 1.26100 -0.92551 1.33742
H -0.47622 -2.03547 -0.86633
H 0.14599 -0.47982 -1.63161
H -1.78239 -1.12661 0.65733
H -2.11781 0.13681 -0.59466
H -0.77975 0.98472 1.58527
H 0.74654 1.60777 -1.22793
```

The multiplicity is 1. The calculation puts the LUMO energy at 0.82 eV. For the gap between HOMO and LUMO, the calculation gives 9.48 eV. Its HOMO energy is -0.3183 Ha. As for the SMILES: S[C@@H]1CC[C@@H]1S. Its relative energy (zero: lowest compared OMol25 entry of this formula, charge and spin) is 92.0 kcal/mol. Its net charge is 0.